1.
{
  "formula": "C2H9OS",
  "method": "ωB97M-V/def2-TZVPD",
  "elements": ["O", "H", "H", "H", "C", "S", "C", "H", "H", "H", "H", "H", "H"],
  "positions_angstrom": [[-2.344940, 0.227312, 1.005662], [-3.311945, 0.149062, 1.002222], [-2.170826, 0.710347, 1.831952], [-1.271662, 0.291720, -0.198322], [0.856418, 1.052620, 0.250172], [-0.019472, -0.021367, -0.954921], [1.182173, -1.337633, -1.040663], [0.949937, 0.438446, 1.151603], [1.712427, 1.538902, -0.221075], [0.074040, 1.768636, 0.530256], [1.430626, -1.794866, -0.067186], [2.055241, -0.896150, -1.558258], [0.857985, -2.127033, -1.731445]],
  "forces_ev_per_a": [[1.3, 0.2, -0.4], [-0.2, -0.2, -0.7], [0.3, 0.0, -0.1], [-2.2, -0.9, 1.1], [-1.9, 0.7, -0.7], [1.9, 1.0, 1.7], [0.0, -1.6, -1.7], [0.8, -0.3, -0.1], [0.3, -0.3, 0.3], [0.4, 0.4, -0.3], [-0.2, 0.6, 0.2], [-0.1, 0.3, 0.5], [-0.4, 0.1, 0.2]],
  "total_charge": 2,
  "e_tot_ev": -15078.857,
  "molar_mass_g_mol": 81.16,
  "multiplicity": 2
}

---

2.
{
  "formula": "C37H36BGeN5RhS3",
  "method": "ωB97M-V/def2-TZVPD",
  "elements": ["Rh", "C", "C", "C", "C", "C", "C", "C", "C", "C", "S", "C", "N", "H", "H", "H", "H", "H", "H", "H", "H", "C", "N", "C", "C", "N", "B", "N", "C", "C", "N", "C", "C", "S", "C", "S", "H", "H", "H", "H", "H", "H", "H", "H", "H", "H", "H", "H", "C", "Ge", "C", "C", "C", "C", "C", "C", "C", "C", "C", "C", "C", "C", "C", "C", "C", "C", "C", "C", "H", "H", "H", "H", "H", "H", "H", "H", "H", "H", "H", "H", "H", "H", "H", "H"],
  "positions_angstrom": [[0.855706, -0.580793, 0.556331], [3.841164, -0.214580, -0.651879], [3.732424, 0.031637, 0.822378], [4.901515, 0.207262, 1.611734], [4.778178, 0.542484, 2.934540], [3.503056, 0.893812, 3.468690], [3.259955, 1.422658, 4.783322], [1.996814, 1.712663, 5.208351], [0.876098, 1.519140, 4.348971], [1.009560, 1.091570, 3.060605], [-0.423977, 0.759671, 2.053507], [2.364735, 0.727595, 2.627635], [2.537381, 0.042794, 1.411409], [4.801090, 0.208856, -1.034056], [3.012222, 0.308979, -1.214946], [3.812322, -1.276858, -0.926173], [5.908524, 0.163987, 1.187244], [5.640647, 0.636018, 3.626291], [4.132255, 1.632084, 5.398963], [1.821326, 2.096292, 6.225592], [-0.152138, 1.695302, 4.649902], [1.906147, -3.051080, 4.069358], [2.285197, -3.553290, 2.779128], [3.492089, -4.169317, 2.423576], [3.390795, -4.622630, 1.169660], [2.110684, -4.282742, 0.677998], [1.522696, -5.063440, -0.572836], [0.242300, -4.367169, -1.208120], [-0.949124, -5.035509, -1.597160], [-1.694984, -4.194725, -2.352125], [-1.033144, -2.973960, -2.402522], [-1.355310, -1.800483, -3.196084], [0.164219, -3.103518, -1.707550], [1.262374, -1.847082, -1.608803], [1.474097, -3.593732, 1.661093], [-0.005179, -2.847953, 1.609582], [2.753704, -2.795691, 4.697184], [1.231753, -3.812801, 4.520744], [1.326979, -2.141790, 3.847979], [4.333008, -4.276580, 3.152596], [4.101635, -5.182826, 0.528294], [1.181848, -6.195225, -0.191796], [2.424787, -4.982564, -1.440464], [-1.120228, -6.072171, -1.321258], [-2.649950, -4.306569, -2.879916], [-2.388144, -1.726808, -3.524766], [-0.723332, -1.809312, -4.120010], [-1.091427, -0.923996, -2.585516], [-0.003772, 1.311426, 0.374325], [-1.489706, 1.680345, -0.961740], [-2.088800, 3.508886, -0.326858], [-2.885564, 4.359161, -1.120952], [-3.414849, 5.556287, -0.648622], [-3.046198, 6.019647, 0.595032], [-2.219307, 5.231999, 1.410464], [-1.733761, 4.014795, 0.946681], [-0.951911, 2.092141, -2.855360], [-1.856138, 2.176121, -3.951583], [-1.423012, 2.607296, -5.194098], [-0.097012, 2.981214, -5.404293], [0.809109, 2.919556, -4.355109], [0.365839, 2.477779, -3.099090], [-3.175817, 0.627029, -0.771184], [-3.629220, 0.401071, 0.549988], [-4.701947, -0.464027, 0.829435], [-5.354334, -1.087065, -0.223553], [-5.025511, -0.798112, -1.541490], [-3.928555, 0.036437, -1.801383], [0.729669, 2.158026, 0.335910], [-3.174081, 4.039920, -2.130631], [-4.103814, 6.119631, -1.236797], [-3.391093, 6.989930, 0.936519], [-1.924615, 5.542358, 2.436998], [-1.068987, 3.404016, 1.592925], [-2.886977, 1.930101, -3.811134], [-2.123576, 2.671363, -6.023024], [0.190151, 3.319385, -6.395061], [1.823407, 3.280064, -4.493844], [1.092953, 2.354912, -2.308467], [-3.182782, 0.940922, 1.369697], [-4.998406, -0.643130, 1.857396], [-6.186266, -1.734398, 0.001998], [-5.656316, -1.194081, -2.337022], [-3.691143, 0.281384, -2.822749]],
  "forces_ev_per_a": [[-1.2, -2.1, -2.0], [0.1, 0.6, -0.9], [3.2, 0.0, 0.5], [-0.8, 0.0, -1.8], [0.0, 0.4, 2.3], [-1.0, 0.5, 0.3], [1.1, -0.2, -1.1], [-1.7, 0.1, 0.1], [-0.1, 0.7, 1.4], [2.8, -1.0, -1.3], [0.2, 0.8, 0.6], [-0.8, -0.8, -0.2], [-0.3, 1.4, 1.8], [-0.6, -0.3, 0.3], [0.8, -0.6, 0.6], [-0.1, 0.2, 0.1], [-0.5, -0.1, -0.2], [-0.5, -0.1, -0.7], [-0.2, -0.1, 0.1], [0.1, -0.2, -0.6], [0.2, 0.3, 0.5], [-1.2, 0.2, -0.3], [1.4, -0.8, -1.9], [0.7, 0.0, 1.9], [-0.6, -0.3, -1.5], [0.5, 0.0, 1.1], [0.1, 0.5, -0.5], [-1.2, 0.3, -0.7], [1.1, 0.2, 0.2], [-0.4, 0.4, -0.2], [0.6, -0.9, 0.6], [1.0, 0.2, -0.5], [-1.3, -0.9, -0.3], [1.0, 0.4, -0.2], [1.5, -0.8, 0.3], [-1.8, 0.7, 0.1], [0.2, -0.2, -0.1], [0.5, 0.7, 0.1], [0.1, -0.2, 0.5], [-1.0, 0.2, -0.9], [-0.7, 0.6, 0.7], [0.2, 0.5, -0.4], [-0.5, -0.4, 0.6], [0.1, 0.4, -0.1], [0.6, -0.1, 0.5], [-0.2, -0.4, 0.4], [-0.3, 0.2, 0.7], [-0.1, -0.2, -0.4], [-0.8, 0.8, -1.2], [0.1, 1.3, 1.1], [0.0, 0.9, -0.1], [-0.3, -0.9, -0.1], [0.7, -0.4, 0.1], [0.3, -0.2, 0.9], [0.3, 0.3, 0.4], [0.1, -0.9, -0.1], [-0.3, -0.2, -0.4], [1.0, 0.1, 0.9], [0.0, 0.0, -0.1], [-0.1, 0.0, 0.1], [-0.5, 0.1, 0.2], [0.3, -0.3, -0.2], [-0.2, -0.6, 0.5], [-0.4, -0.2, -0.5], [0.9, 0.5, -0.5], [-0.3, 0.2, 0.1], [0.3, 0.4, 0.2], [-0.1, 0.1, 0.3], [-0.7, -0.7, 0.2], [0.1, 0.0, 0.3], [-0.2, 0.4, -0.5], [-0.1, -0.1, 0.1], [-0.3, 0.0, -0.9], [-0.6, 0.5, -0.4], [-0.5, -0.1, 0.0], [0.0, 0.0, 0.1], [0.1, 0.0, 0.1], [0.0, -0.3, 0.1], [0.1, 0.2, 0.2], [0.3, 0.0, 0.2], [0.0, 0.0, -0.1], [-0.1, -0.2, -0.1], [0.4, 0.1, 0.0], [0.1, -0.2, -0.2]],
  "total_charge": -1,
  "e_tot_ev": -139110.625,
  "molar_mass_g_mol": 833.26,
  "multiplicity": 5
}

---

3.
{
  "formula": "C5H12N2",
  "method": "ωB97M-V/def2-TZVPD",
  "elements": ["C", "C", "C", "C", "N", "N", "C", "H", "H", "H", "H", "H", "H", "H", "H", "H", "H", "H", "H"],
  "positions_angstrom": [[-0.981660, -0.779444, 0.387383], [-2.128239, -0.707094, -0.585664], [2.074266, 1.235970, -0.657900], [0.353173, -0.511271, -0.052605], [1.361751, -1.380203, 0.418843], [-1.085182, 0.945524, 1.329363], [0.670335, 0.745883, -0.499890], [-1.062830, -1.592548, 1.109483], [2.226954, -1.320630, -0.097771], [1.054179, -2.338286, 0.500173], [-1.616087, 1.816887, 1.443539], [-0.820721, 0.546109, 2.230431], [-0.105290, 1.352199, -0.932926], [-3.076530, -0.734442, -0.049307], [-2.088283, 0.209259, -1.169854], [-2.105490, -1.569165, -1.260383], [2.086836, 2.297354, -0.898387], [2.653247, 1.077742, 0.254251], [2.589571, 0.706156, -1.468779]],
  "forces_ev_per_a": [[-2.1, 3.1, 0.6], [-0.1, -0.3, 0.1], [0.0, -0.2, -0.2], [2.1, 1.9, -0.6], [-0.1, -0.1, 0.1], [1.1, -2.3, 0.5], [0.3, -2.1, -0.9], [-0.1, 0.3, 0.2], [0.0, -0.1, 0.0], [0.1, 0.0, 0.0], [-1.1, -1.2, -0.2], [-0.2, 0.7, 0.0], [-0.2, 0.2, 0.5], [0.0, 0.0, 0.0], [0.1, -0.1, 0.0], [0.0, 0.1, -0.1], [0.1, 0.0, 0.0], [0.0, 0.0, 0.1], [0.1, 0.1, 0.0]],
  "e_tot_ev": -8356.336,
  "molar_mass_g_mol": 100.16,
  "multiplicity": 1
}